C58H159N16O32P9 | the ωB97M-V functional and the def2-TZVPD basis

Properties
HOMO-LUMO gap = 7.522 eV
Multiplicity = 1
Maximum force = 4.9 eV/Å
E_tot = -235689.0668 eV
Total charge = 0

Positions of all 274 atoms, in Å:
O1 -18.316520 -21.350270 0.330920
P1 -19.395070 -20.390530 -0.011160
N1 -20.140310 -19.623540 1.319490
C1 -21.020320 -18.425960 1.236490
C2 -20.065940 -20.145110 2.668330
N2 -20.711140 -21.002770 -0.938240
C3 -21.907600 -20.311740 -1.269430
C4 -20.355920 -22.137050 -1.839090
N3 -18.855430 -19.055860 -0.988360
C5 -18.237890 -17.868190 -0.326460
C6 -18.825340 -19.155270 -2.463780
H1 -22.035770 -18.788990 1.395120
H2 -20.877110 -17.998990 0.243880
H3 -20.771440 -17.573700 1.868790
H4 -19.476270 -21.054430 2.784610
H5 -21.079750 -20.325420 3.025800
H6 -19.489730 -19.433790 3.260020
H7 -22.524880 -20.440190 -0.380300
H8 -21.805750 -19.229580 -1.350940
H9 -22.430180 -20.746660 -2.121400
H10 -19.283140 -22.323930 -1.790950
H11 -20.969630 -23.000450 -1.582190
H12 -20.582650 -21.983780 -2.894170
H13 -18.925660 -17.037810 -0.166640
H14 -17.926780 -18.095500 0.693170
H15 -17.375370 -17.592180 -0.933070
H16 -19.696670 -19.678000 -2.858280
H17 -17.897620 -19.633580 -2.777870
H18 -18.812970 -18.215670 -3.016140
O2 -8.900440 -23.221260 2.755450
P2 -10.159050 -22.400430 2.782460
N4 -9.876030 -20.757890 2.537870
C7 -8.573810 -20.203190 2.769750
C8 -10.802160 -19.832970 1.815400
N5 -11.090810 -22.206040 4.271000
C9 -12.205280 -21.278750 4.348620
C10 -10.387700 -22.493650 5.527280
N6 -11.381270 -22.917230 1.715890
C11 -12.184870 -24.124860 2.035590
C12 -11.288750 -22.633520 0.271980
H19 -8.703600 -19.319480 3.394500
H20 -8.132800 -19.820570 1.849300
H21 -7.948680 -20.935280 3.280980
H22 -10.762780 -18.825810 2.230370
H23 -11.825410 -20.207320 1.845390
H24 -10.564030 -19.786520 0.752750
H25 -12.673520 -21.391480 3.370800
H26 -13.114310 -21.511550 4.903200
H27 -11.889190 -20.235590 4.345650
H28 -9.850070 -23.441560 5.550370
H29 -9.766240 -21.637630 5.790160
H30 -11.148050 -22.512720 6.308050
H31 -13.172590 -24.056810 1.579660
H32 -11.578000 -24.990070 1.768690
H33 -12.302320 -23.973610 3.108640
H34 -12.255720 -22.339350 -0.136110
H35 -11.090970 -23.554090 -0.277130
H36 -10.485450 -21.921330 0.083300
O3 -11.103530 -25.117000 7.150970
P3 -11.934590 -26.264150 6.687010
N7 -12.646430 -27.196930 7.914110
C13 -13.366400 -28.504500 7.639380
C14 -12.747120 -26.593110 9.251350
N8 -11.064500 -27.323340 5.633580
C15 -10.280840 -28.411000 6.262360
C16 -10.299660 -26.672560 4.539340
N9 -13.312530 -25.761010 5.731100
C17 -14.041810 -26.633020 4.861530
C18 -13.896960 -24.471690 6.000100
H37 -14.447150 -28.395960 7.730470
H38 -13.135250 -29.328910 8.313930
H39 -13.224370 -28.856980 6.617770
H40 -11.787220 -26.147450 9.512270
H41 -13.292640 -27.196920 9.976550
H42 -13.427810 -25.779350 9.001270
H43 -9.425230 -28.079340 6.850600
H44 -10.876690 -29.107440 6.852310
H45 -9.772470 -28.987680 5.489640
H46 -9.351420 -26.398810 5.001930
H47 -10.031670 -27.314960 3.700520
H48 -10.718640 -25.755710 4.124690
H49 -13.365320 -26.908560 4.052500
H50 -14.385180 -27.522340 5.390030
H51 -14.941220 -26.119320 4.522000
H52 -14.913310 -24.590150 6.375750
H53 -13.780620 -23.837280 5.121420
H54 -13.420660 -24.035590 6.878200
O4 -15.759790 -12.887030 4.818310
P4 -16.455920 -11.566070 5.003920
N10 -18.131790 -11.589520 5.062000
C19 -18.813740 -12.449370 4.132590
C20 -18.911610 -11.259300 6.283290
N11 -16.090600 -10.410010 3.794700
C21 -15.065950 -10.758100 2.808630
C22 -16.801220 -9.129410 3.547900
N12 -15.950700 -10.685730 6.390850
C23 -16.324960 -9.314780 6.768600
C24 -15.133610 -11.392870 7.385370
H55 -18.459370 -12.205410 3.131090
H56 -19.889440 -12.343970 4.273500
H57 -18.611310 -13.505910 4.308260
H58 -18.744550 -12.004690 7.060840
H59 -19.947830 -11.374540 5.965390
H60 -18.779430 -10.257150 6.691120
H61 -14.993570 -9.988580 2.040070
H62 -14.094160 -10.735630 3.301800
H63 -15.241510 -11.731390 2.350390
H64 -16.417310 -8.333880 4.186510
H65 -16.637900 -8.800560 2.521600
H66 -17.866610 -9.339300 3.642750
H67 -16.530290 -9.287950 7.838750
H68 -15.601430 -8.530610 6.545690
H69 -17.193550 -8.865830 6.286850
H70 -14.585360 -12.195500 6.892120
H71 -15.791760 -11.809590 8.147800
H72 -14.416310 -10.782780 7.934350
C25 -20.837710 -20.748790 6.791960
N13 -21.602910 -19.601890 6.281620
O5 -21.751640 -18.691890 7.047050
O6 -22.009180 -19.655460 5.124050
H73 -21.387160 -21.181070 7.628220
H74 -19.939820 -20.236130 7.137030
H75 -20.670530 -21.587750 6.116460
C26 -18.291620 -18.400390 9.111560
N14 -16.981150 -17.857030 9.493050
O7 -15.995350 -18.372390 9.149360
O8 -16.935180 -16.780380 10.092640
H76 -18.938110 -17.774510 8.496390
H77 -18.758710 -18.599380 10.076100
H78 -18.248420 -19.321230 8.529940
C27 -20.389200 -16.295810 5.037440
N15 -20.001670 -15.744720 3.726560
O9 -20.604380 -14.737640 3.340860
O10 -19.004540 -16.187380 3.214310
H79 -19.550020 -16.428310 5.720320
H80 -20.885610 -17.249190 4.856490
H81 -21.080060 -15.600410 5.514140
C28 -14.292800 -14.636190 9.219090
N16 -13.506170 -15.069790 7.968810
O11 -13.540400 -16.209380 7.594050
O12 -12.853720 -14.211580 7.362160
H82 -14.945940 -13.806610 8.948340
H83 -13.534520 -14.357610 9.950860
H84 -14.733060 -15.518910 9.682870
C29 -9.713490 -18.542150 6.637030
C30 -10.026750 -17.406500 5.591350
O13 -9.083440 -16.377240 5.619830
P5 -7.808160 -16.486240 4.538440
O14 -6.940360 -17.676800 4.792150
O15 -7.009360 -15.069250 4.594180
C31 -7.654660 -13.887330 4.311560
C32 -8.262200 -13.331940 5.559940
O16 -8.496060 -16.492850 3.069480
C33 -7.680840 -16.853250 1.943970
C34 -8.682780 -17.147690 0.854230
H85 -9.819380 -18.098740 7.627120
H86 -10.369850 -19.404610 6.521140
H87 -8.712820 -18.916570 6.421210
H88 -10.080280 -17.807620 4.579250
H89 -10.995380 -16.986780 5.862840
H90 -6.827460 -13.247730 4.003750
H91 -8.371030 -13.874710 3.490120
H92 -7.493550 -13.164660 6.314460
H93 -8.738340 -12.353460 5.496960
H94 -8.937120 -14.070620 5.992320
H95 -6.903470 -16.135180 1.682840
H96 -7.109960 -17.758200 2.151980
H97 -9.637070 -17.490580 1.254040
H98 -8.814140 -16.219960 0.297310
H99 -8.399770 -17.944330 0.166210
C35 -12.023160 -13.715950 14.301980
C36 -11.252780 -15.019600 14.168640
O17 -10.825210 -15.132030 12.762270
P6 -11.612070 -15.978370 11.652770
O18 -13.081400 -15.993350 11.824140
O19 -11.122260 -15.423280 10.217360
C37 -9.681540 -15.226380 10.056430
C38 -9.480070 -14.935830 8.592150
O20 -10.918330 -17.475790 11.763890
C39 -11.378630 -18.536290 10.972370
C40 -10.116880 -19.501220 10.772610
H100 -11.354460 -12.868520 14.150930
H101 -12.867110 -13.793000 13.616480
H102 -12.571270 -13.625890 15.239830
H103 -10.311830 -15.113890 14.710690
H104 -11.889740 -15.854180 14.461670
H105 -9.282180 -14.465210 10.726680
H106 -9.155120 -16.122490 10.384990
H107 -9.865680 -15.735110 7.959260
H108 -9.935250 -13.981650 8.326710
H109 -8.438690 -14.743710 8.333850
H110 -12.114440 -19.052900 11.588650
H111 -11.958100 -18.246590 10.095790
H112 -9.868300 -19.902020 11.755300
H113 -10.411360 -20.402580 10.235080
H114 -9.229160 -19.074830 10.305460
C41 -14.634750 -18.670430 -1.193150
C42 -13.723420 -17.531890 -1.702380
O21 -12.740920 -17.223370 -0.784230
P7 -13.076640 -16.045300 0.282730
O22 -12.409750 -14.659560 0.037030
O23 -14.707800 -15.950980 0.337750
C43 -15.380780 -14.781280 0.808840
C44 -16.280380 -15.393930 1.905500
O24 -12.833490 -16.766140 1.724290
C45 -12.108110 -16.161460 2.710240
C46 -12.963580 -15.705210 3.870210
H115 -13.974300 -19.536750 -1.155780
H116 -15.089770 -18.409220 -0.237730
H117 -15.452280 -18.941200 -1.861310
H118 -13.244190 -17.932460 -2.595680
H119 -14.287860 -16.640140 -1.974940
H120 -14.682400 -14.100650 1.295770
H121 -15.888720 -14.240000 0.010630
H122 -16.872690 -14.649800 2.437970
H123 -17.005470 -16.105020 1.509640
H124 -15.709090 -16.014910 2.595510
H125 -11.446450 -16.970870 3.018680
H126 -11.418670 -15.348660 2.481940
H127 -13.490340 -16.550900 4.312290
H128 -12.322000 -15.298470 4.651890
H129 -13.691350 -14.965790 3.535990
C47 -15.360200 -19.952770 2.235180
C48 -16.415440 -19.399770 3.185270
O25 -15.650880 -18.958130 4.334240
P8 -16.298770 -18.791040 5.811250
O26 -17.774170 -19.067840 5.993430
O27 -15.217510 -19.725500 6.643600
C49 -13.936990 -19.249810 6.948360
C50 -13.145030 -20.177520 7.782370
O28 -15.908410 -17.305190 6.192210
C51 -16.527780 -16.218810 5.644710
C52 -17.028980 -15.323830 6.826830
H130 -15.009480 -20.840130 2.762140
H131 -15.831370 -20.272730 1.305810
H132 -14.656820 -19.146240 2.028100
H133 -17.098890 -18.631570 2.823520
H134 -17.090010 -20.186450 3.523210
H135 -13.323100 -19.020780 6.077280
H136 -13.980540 -18.340110 7.547230
H137 -13.304390 -21.200410 7.441200
H138 -12.116630 -19.947820 7.503560
H139 -13.318970 -20.290880 8.852410
H140 -15.735500 -15.784980 5.034640
H141 -17.280980 -16.568050 4.938430
H142 -17.969330 -15.761560 7.161860
H143 -16.405430 -15.039900 7.674570
H144 -17.355160 -14.384820 6.379640
C53 -17.275080 -22.428170 8.166070
C54 -17.231950 -22.384840 9.701930
O29 -15.824910 -22.736360 10.065480
P9 -15.273750 -22.711640 11.616460
O30 -15.370850 -24.004780 12.342260
O31 -13.690560 -22.175610 11.405790
C55 -12.575100 -23.037810 11.315840
C56 -11.897490 -23.057630 9.991560
O32 -15.970580 -21.417550 12.286930
C57 -15.584920 -20.130940 11.994050
C58 -14.627860 -19.559970 13.033560
H145 -17.169340 -23.397910 7.679730
H146 -18.137430 -21.835320 7.861140
H147 -16.404600 -21.916760 7.755200
H148 -17.325510 -21.338450 9.992500
H149 -17.969390 -22.978650 10.242000
H150 -11.769360 -22.701970 11.968600
H151 -12.825520 -24.072580 11.549600
H152 -10.853720 -23.371700 9.993580
H153 -12.406510 -23.703010 9.275680
H154 -11.748310 -22.113880 9.466960
H155 -15.046180 -20.055500 11.049500
H156 -16.441140 -19.459330 11.931470
H157 -13.652130 -20.045180 13.008430
H158 -14.372100 -18.507760 12.908860
H159 -15.090140 -19.629910 14.018190

Atoms 1-2, force components in eV/Å:
-1.1 0.2 0.0
-1.2 2.3 -1.0